Entry 1:
The following is a quantum chemistry calculation of a structure of composition C24H42O2P2Tl at a distorted geometry, from OMol25.

Each line ends with the Löwdin charge.
Atoms and positions in Å:
1 Tl 3.68083 0.31785 -2.00253  0.9753
2 C -1.47409 -0.77942 1.64500  -0.1229
3 C -1.06214 -1.79459 0.74411  -0.1283
4 C 0.73679 -1.24949 2.05478  -0.1163
5 C -0.34867 -0.43030 2.44670  -0.1077
6 C 0.30568 -2.07983 0.99196  -0.1218
7 C -2.83569 -0.23024 1.77749  -0.0069
8 H -3.30927 -0.11313 0.79397  0.0756
9 H -2.79158 0.74477 2.27821  0.0914
10 H -3.48842 -0.88492 2.37890  0.1206
11 C -0.30722 0.59636 3.50533  0.0222
12 H -1.25858 1.13550 3.55920  0.0844
13 H 0.49891 1.31858 3.30490  0.1093
14 H -0.11502 0.12835 4.48287  0.1169
15 C 2.07219 -1.24386 2.66701  0.0210
16 H 2.01430 -1.41817 3.74961  0.1160
17 H 2.56403 -0.28067 2.49070  0.0939
18 H 2.69327 -2.02093 2.21702  0.0889
19 C 1.10185 -3.13516 0.33556  0.0061
20 H 1.04625 -4.08012 0.90710  0.1217
21 H 2.16233 -2.84536 0.27374  0.0925
22 H 0.71888 -3.33666 -0.67640  0.0927
23 C -1.89578 -2.49726 -0.25138  -0.0021
24 H -2.02471 -3.55887 0.02345  0.1165
25 H -1.41542 -2.46368 -1.24372  0.0903
26 H -2.89276 -2.04501 -0.31778  0.0752
27 C -1.02349 2.04161 -1.67912  -0.1035
28 C -1.98062 1.19364 -1.37249  -0.1237
29 C -2.80116 0.30384 -2.26534  -0.1610
30 C -2.24942 -0.12498 -3.67253  -0.1904
31 C -0.90736 -0.79368 -3.70173  -0.1141
32 C 0.28616 -0.26965 -3.38165  -0.1794
33 C 0.74076 1.11853 -3.12012  -0.3387
34 C -0.35733 2.19304 -3.03016  -0.2177
35 H -3.73681 0.86898 -2.44208  0.1260
36 H -2.32286 0.73882 -4.35786  0.0881
37 H -3.06176 -0.64578 -1.75442  0.0774
38 H -1.06922 2.05113 -3.86023  0.0385
39 H -0.71787 2.72267 -0.84643  0.1219
40 H -2.26018 1.13199 -0.30163  0.0795
41 H 0.07305 3.20385 -3.17289  0.1233
42 H 1.31700 1.10849 -2.17382  0.0079
43 H 1.12638 -0.98055 -3.47941  0.0647
44 H 1.44773 1.39125 -3.92483  0.0285
45 H -2.92944 -0.91101 -4.06836  0.1158
46 H -0.90729 -1.88596 -3.93210  0.1139
47 P 0.06784 1.78256 -6.03866  0.8537
48 C -0.19737 3.47887 -6.70906  -0.2819
49 C -1.06820 0.92487 -7.21682  -0.2804
50 P 2.51936 -0.14777 -6.11325  0.8177
51 C 1.72370 1.42054 -6.75798  -0.5772
52 C 1.61719 -1.28025 -7.28117  -0.3095
53 C 4.00680 -0.02572 -7.19571  -0.3237
54 H 0.62102 4.13257 -6.38619  0.0386
55 H -1.14597 3.85999 -6.30823  0.0407
56 H -0.25903 3.47139 -7.80616  0.0411
57 H -0.96004 1.33348 -8.23147  0.0427
58 H -2.10306 1.10827 -6.88476  0.0393
59 H -0.89489 -0.15794 -7.23502  0.0137
60 H 3.72526 0.14848 -8.24376  0.0457
61 H 4.55732 -0.97298 -7.12339  0.0380
62 H 4.63263 0.80231 -6.84310  0.0353
63 H 2.38846 2.25724 -6.48882  0.0497
64 H 1.63877 1.38376 -7.86128  0.0561
65 H 2.16821 -2.22935 -7.32905  0.0391
66 H 1.57513 -0.86539 -8.30008  0.0489
67 H 0.59587 -1.47929 -6.93412  0.0116
68 O 2.67513 2.74249 1.67780  -0.0299
69 C 2.54463 1.81320 0.85698  -0.5915
70 O 3.41680 0.96876 0.38644  -0.3726
71 H 1.52292 1.65055 0.45064  0.0938

2S+1: 1
Gap between HOMO and LUMO (alpha / beta), eV: 4.72 / 4.82
Total charge: +1
E, hartree: -1944.9919

=====

Entry 2:
The following is a quantum chemistry calculation of a structure of composition C24H43ClP2Tb at a distorted geometry, from OMol25.

Each line ends with the Löwdin spin population.
Atoms and positions in Å:
1 Tb 1.89311 -1.33201 0.32962  6.1131
2 C 3.82510 -0.33928 -0.42149  -0.0116
3 C 3.47606 0.31918 0.83636  -0.0179
4 C 3.78408 -1.99050 1.28693  -0.0142
5 C 4.00890 -1.77093 -0.15529  -0.0138
6 C 3.46264 -0.69024 1.89209  -0.0107
7 C 4.01408 0.32707 -1.73532  0.0027
8 H 3.44492 1.25734 -1.79624  0.0001
9 H 3.72187 -0.31842 -2.56988  0.0003
10 H 5.07630 0.57161 -1.84928  0.0006
11 C 4.32500 -2.83112 -1.13670  -0.0010
12 H 4.19165 -2.48118 -2.16213  0.0000
13 H 3.69369 -3.71305 -0.99714  0.0001
14 H 5.36810 -3.12729 -1.00081  -0.0001
15 C 3.83753 -3.30547 1.96687  0.0008
16 H 4.87872 -3.50816 2.23818  0.0003
17 H 3.48555 -4.10764 1.31191  0.0002
18 H 3.23487 -3.31948 2.88055  0.0000
19 C 3.22289 -0.44481 3.33759  0.0028
20 H 4.19155 -0.31225 3.83243  0.0006
21 H 2.70706 -1.28269 3.81811  0.0003
22 H 2.63622 0.46316 3.49371  0.0001
23 C 3.30319 1.78619 1.03196  -0.0003
24 H 4.26521 2.21509 1.33740  -0.0004
25 H 2.56988 2.01260 1.81229  -0.0001
26 H 2.98929 2.28209 0.10985  0.0000
27 C -4.29774 1.44121 -2.44730  0.0000
28 C -3.51432 2.52713 -2.50249  0.0000
29 C -3.63977 3.84194 -1.79311  0.0000
30 C -4.54677 3.88015 -0.53846  0.0000
31 C -4.10990 2.92678 0.53453  0.0000
32 C -4.39062 1.62294 0.66613  0.0000
33 C -5.23545 0.72949 -0.19211  0.0000
34 C -5.53621 1.21554 -1.63115  0.0000
35 H -3.98108 4.61639 -2.50049  0.0000
36 H -5.59131 3.72377 -0.82957  0.0000
37 H -2.62449 4.15244 -1.49232  0.0000
38 H -6.17753 2.10312 -1.59818  0.0000
39 H -3.99482 0.58318 -3.06617  0.0000
40 H -2.65474 2.47802 -3.18296  0.0000
41 H -6.13665 0.42508 -2.11976  0.0000
42 H -4.72170 -0.24506 -0.25841  0.0000
43 H -3.96761 1.11586 1.54230  0.0000
44 H -6.19118 0.51867 0.31724  0.0000
45 H -4.49507 4.90849 -0.13396  0.0000
46 H -3.45327 3.36903 1.29918  0.0000
47 P 0.20790 -0.32017 -1.26400  -0.0155
48 C -0.01397 -1.20572 -2.74006  -0.0006
49 C 0.19914 1.39215 -1.56844  -0.0005
50 P -0.23363 -0.75144 1.58830  -0.0152
51 C -1.16035 -0.70862 -0.04327  0.0014
52 C -0.41089 0.79695 2.35893  -0.0008
53 C -0.84813 -2.01946 2.60917  -0.0004
54 H 0.15359 -2.28219 -2.60943  0.0001
55 H 0.71263 -0.82895 -3.47418  0.0000
56 H -1.02996 -1.00992 -3.08668  -0.0005
57 H -0.81803 1.65891 -1.86086  -0.0004
58 H 0.88876 1.59262 -2.40152  0.0000
59 H 0.51676 2.00238 -0.71039  0.0000
60 H -1.91768 -1.84348 2.73025  -0.0005
61 H -0.34234 -1.94901 3.58342  0.0000
62 H -0.65752 -3.01458 2.18937  0.0001
63 H -1.53286 -1.72058 -0.25473  0.0001
64 H -1.98476 0.02129 -0.06053  0.0002
65 H -0.01400 0.71326 3.38110  0.0000
66 H -1.47938 1.01414 2.39526  -0.0005
67 H 0.12307 1.61328 1.85174  0.0000
68 Cl 1.29137 -4.31810 -1.42686  -0.0016
69 C 0.91977 -3.51701 0.05904  -0.0181
70 H 1.25650 -4.14358 0.89949  0.0005
71 H -0.17320 -3.46616 0.09035  0.0005

2S+1: 7
Gap between HOMO and LUMO (alpha / beta), eV: 7.39 / 7.59
Total charge: +1
E, hartree: -2907.2441
Expectation value of S²: 12.694